# 1
This record from the Open Molecules 2025 dataset describes the molecule C4H7NO2. The level of theory is ωB97M-V/def2-TZVPD.

```
14
Properties=species:S:1:pos:R:3:nbo_charge:R:1
C -1.62 -0.92 0.00 -0.6233
C -0.33 -0.32 -0.51 0.0902
C -0.02 1.10 0.02 -0.2321
N 1.39 0.97 0.28 -0.6506
C 1.82 -0.33 0.28 0.8797
O 2.92 -0.74 0.54 -0.6072
O 0.77 -1.12 -0.07 -0.4991
H -1.65 -0.89 1.09 0.2148
H -1.69 -1.97 -0.32 0.2294
H -2.48 -0.38 -0.40 0.2158
H -0.31 -0.31 -1.61 0.1791
H -0.60 1.33 0.92 0.1838
H -0.23 1.87 -0.73 0.2029
H 2.02 1.72 0.50 0.4168
```

Calculated values
Calculated total energy in eV: -9847.247
HOMO-LUMO gap in Ha: 0.3950
Energy above the lowest of the compared OMol25 structures with the same formula, charge and spin in kcal per mole: 0.8
SMILES string: C[C@H]1CNC(=O)O1

# 2
This record from the Open Molecules 2025 dataset describes the molecule C3H8N4 at a distorted geometry. The level of theory is ωB97M-V/def2-TZVPD.

```
15
Properties=species:S:1:pos:R:3:nbo_charge:R:1
C -0.39 0.27 1.65 -0.6533
N -1.15 1.27 -0.48 -0.4603
C -0.24 0.39 0.16 0.2726
N 2.07 0.27 0.27 -0.5707
C -0.95 -1.20 -1.74 -0.0677
N 0.97 0.49 -0.47 -0.2488
N -1.09 -0.78 -0.55 -0.3660
H -0.87 1.49 -1.44 0.3233
H 2.79 -0.24 -0.21 0.3774
H 2.00 0.10 1.26 0.3562
H -1.45 0.23 1.88 0.2578
H 0.02 1.17 2.14 0.2234
H 0.12 -0.61 2.04 0.2133
H -1.40 -2.17 -1.94 0.1826
H -0.45 -0.67 -2.56 0.1602
```

Calculated values
Calculated total energy in eV: -9195.628
HOMO-LUMO gap (alpha / beta) in Ha: 0.2850 / 0.3070
Energy above the lowest of the compared OMol25 structures with the same formula, charge and spin in kcal per mole: 138.5

# 3
This record from the Open Molecules 2025 dataset describes a structure of composition C2H9N5O at a distorted geometry. The level of theory is ωB97M-V/def2-TZVPD.

```
17
Properties=species:S:1:pos:R:3:nbo_charge:R:1
C -2.59 -0.10 0.70 -0.4207
C 0.44 -0.21 -0.40 0.4980
H -3.24 0.83 0.49 0.2203
H -3.01 -1.13 0.60 0.1955
H -1.99 -0.05 1.57 0.2051
H -2.15 0.10 -1.42 0.3620
H 1.77 -1.77 -0.95 0.3814
H 2.49 0.27 1.16 0.3815
H 1.87 -1.46 1.41 0.3271
H -0.22 1.70 -0.66 0.4022
H 2.24 1.42 -0.97 0.4760
N -1.70 0.20 -0.55 -0.5255
N -0.70 -0.75 -0.85 -0.3745
N 1.79 -0.80 -0.72 -0.5010
N 2.55 -1.00 0.62 -0.6875
N 0.54 1.16 0.07 -0.3633
O 1.89 1.57 -0.10 -0.5766
```

Calculated values
Calculated total energy in eV: -11710.568
HOMO-LUMO gap in Ha: 0.3524
Energy above the lowest of the compared OMol25 structures with the same formula, charge and spin in kcal per mole: 206.2

# 4
This record from the Open Molecules 2025 dataset describes the molecule C5H8N2 at a distorted geometry. The level of theory is ωB97M-V/def2-TZVPD.

```
15
Properties=species:S:1:pos:R:3:nbo_charge:R:1
N -1.52 -0.86 1.58 -0.3448
C -1.43 -0.01 0.80 0.2720
C -0.74 0.88 -0.16 -0.1453
N -1.31 0.92 -1.50 -0.7940
C 0.70 0.36 -0.13 -0.2330
C 1.07 -1.10 -0.20 -0.4282
C 1.22 -0.36 1.10 -0.4240
H -0.75 1.89 0.25 0.2303
H -2.28 1.21 -1.43 0.3624
H -1.31 -0.03 -1.87 0.3614
H 1.36 1.02 -0.69 0.2337
H 0.28 -1.85 -0.26 0.2216
H 1.95 -1.37 -0.78 0.2213
H 2.23 -0.10 1.39 0.2171
H 0.52 -0.60 1.90 0.2495
```

Calculated values
Calculated total energy in eV: -8293.362
HOMO-LUMO gap in Ha: 0.4139
Energy above the lowest of the compared OMol25 structures with the same formula, charge and spin in kcal per mole: 37.7
SMILES string: N#C[C@H](N)C1CC1